{
  "formula": "C38H105N9O18",
  "method": "ωB97M-V/def2-TZVPD",
  "total_charge": 6,
  "e_homo_ev": -19.2,
  "lumo_energy_ha": -0.4202,
  "e_tot_ev": -91312.0515,
  "spin_multiplicity": 1,
  "symbols": ["C", "N", "C", "C", "C", "C", "O", "H", "H", "H", "H", "H", "H", "H", "H", "H", "H", "H", "H", "H", "H", "C", "C", "C", "O", "C", "N", "H", "H", "H", "H", "H", "H", "H", "H", "H", "H", "H", "H", "C", "C", "C", "O", "C", "N", "H", "H", "H", "H", "H", "H", "H", "H", "H", "H", "H", "H", "C", "C", "C", "O", "C", "N", "H", "H", "H", "H", "H", "H", "H", "H", "H", "H", "H", "H", "C", "C", "C", "O", "C", "N", "H", "H", "H", "H", "H", "H", "H", "H", "H", "H", "H", "H", "C", "C", "C", "O", "C", "N", "H", "H", "H", "H", "H", "H", "H", "H", "H", "H", "H", "H", "C", "C", "C", "O", "C", "N", "H", "H", "H", "H", "H", "H", "H", "H", "H", "H", "H", "H", "C", "C", "O", "N", "H", "H", "C", "H", "H", "H", "H", "H", "H", "C", "C", "O", "N", "H", "H", "C", "H", "H", "H", "H", "H", "H", "O", "C", "O", "O", "H", "O", "C", "O", "O", "H", "O", "C", "O", "O", "H"],
  "xyz": [[-1.996219, -3.561248, 1.714324], [-1.546631, -3.766226, 3.099565], [-2.118476, -2.754179, 4.033175], [-1.942741, -5.168350, 3.534849], [-0.049459, -3.582019, 3.225561], [0.783015, -4.743739, 2.842638], [0.551964, -5.141260, 1.476727], [-1.543005, -2.659634, 1.336580], [-3.094196, -3.574959, 1.745339], [-1.642910, -4.354924, 1.097011], [-1.771843, -2.985722, 5.032980], [-3.217908, -2.754482, 3.950309], [-1.724294, -1.802383, 3.687392], [-1.795170, -5.854596, 2.684189], [-2.982930, -5.175712, 3.883519], [-1.305480, -5.540261, 4.341680], [0.121250, -3.283291, 4.261325], [0.206083, -2.737499, 2.593432], [0.584736, -5.572317, 3.537716], [1.821737, -4.462668, 2.984733], [1.426958, -5.329673, 1.134324], [3.564217, -4.888138, -0.621785], [3.662984, -5.477289, -2.050188], [4.931812, -6.332857, -2.269326], [4.831194, -7.335367, -1.262709], [5.902815, -8.346134, -1.212845], [2.480531, -6.419052, -2.234269], [2.804583, -7.264383, -1.676978], [1.633573, -6.021549, -1.860134], [2.463624, -6.573984, -3.225804], [3.768167, -5.738846, 0.028702], [2.544084, -4.478426, -0.507044], [4.235764, -4.045348, -0.438756], [3.535517, -4.753063, -2.861951], [5.842566, -5.717105, -2.217638], [4.858779, -6.737109, -3.288719], [5.930154, -8.965194, -2.115222], [5.588493, -8.964252, -0.384745], [6.839219, -7.841172, -1.024659], [-2.773264, 4.687008, -2.949118], [-2.814387, 3.696125, -4.071053], [-3.124138, 2.186849, -3.756774], [-3.808083, 1.593635, -4.797458], [-3.018416, 1.157325, -5.891891], [-3.821361, 4.196729, -5.073865], [-4.179663, 5.105013, -4.794324], [-3.447671, 4.358226, -6.008984], [-4.532755, 3.438729, -5.167314], [-1.980745, 4.400661, -2.250436], [-3.734873, 4.795866, -2.457108], [-2.502195, 5.666585, -3.371978], [-1.874952, 3.738993, -4.592585], [-3.731106, 2.153718, -2.835094], [-2.179051, 1.677075, -3.515993], [-2.267048, 1.907079, -6.170530], [-3.720163, 0.910947, -6.684710], [-2.485473, 0.229529, -5.659735], [1.524913, -1.078420, -0.018666], [1.002390, -0.157973, -1.096140], [-0.502473, 0.204639, -0.926300], [-0.711544, 0.690216, 0.339338], [-1.906247, 1.331592, 0.608946], [1.681034, 1.119294, -1.375067], [1.677476, 1.677238, -0.458854], [2.668812, 0.992920, -1.596199], [0.491502, 2.767647, -1.748147], [0.988418, -2.027201, -0.126723], [1.349238, -0.594744, 0.946214], [2.591992, -1.190534, -0.154696], [1.080685, -0.762807, -1.988951], [-1.075565, -0.732536, -1.125532], [-0.611681, 0.935808, -1.751022], [-1.810080, 1.697677, 1.637636], [-2.780852, 0.658114, 0.445863], [-2.038682, 2.194681, -0.043948], [-1.141525, -2.121161, -4.091710], [-0.373774, -3.390617, -3.870203], [-1.142518, -4.183454, -2.798516], [-0.512442, -5.469200, -2.708922], [-1.363249, -6.372233, -1.901504], [-0.373851, -4.271021, -5.100820], [0.270622, -3.913761, -5.780506], [-0.190127, -5.214562, -4.714898], [-1.273325, -4.272527, -5.605848], [-0.939837, -1.589652, -5.029219], [-0.873778, -1.358952, -3.364170], [-2.222136, -2.294794, -4.010496], [0.681528, -3.278790, -3.673412], [-2.178663, -4.326059, -3.151334], [-1.195598, -3.619144, -1.853722], [-1.295612, -6.063939, -0.861598], [-1.010305, -7.391374, -1.986189], [-2.378771, -6.335340, -2.264073], [5.049936, -1.210753, 3.834422], [4.061985, -0.236235, 3.241478], [2.783550, -0.125992, 4.110197], [1.619354, 0.206113, 3.288903], [0.702847, 1.090343, 3.952093], [4.697516, 1.091008, 2.989715], [5.092236, 1.659581, 3.735342], [5.337744, 0.905904, 2.161172], [3.977820, 1.854468, 2.612458], [4.665427, -2.213210, 3.875306], [5.449333, -0.844176, 4.784615], [5.848579, -1.238233, 3.086997], [3.801038, -0.550561, 2.219034], [2.845560, 0.593481, 4.946581], [2.709717, -1.111855, 4.567990], [-0.135275, 1.066509, 3.257182], [1.150511, 2.080371, 4.105087], [0.392282, 0.665132, 4.921257], [-6.086850, 1.695227, 0.248509], [-6.214942, 2.482540, 1.547346], [-6.300912, 3.960480, 1.252405], [-5.185783, 4.322163, 0.538685], [-5.246078, 5.652918, -0.097579], [-7.522072, 2.124823, 2.338599], [-7.640638, 2.654084, 3.198703], [-8.356035, 2.382587, 1.773921], [-7.558337, 1.129020, 2.533211], [-5.870195, 0.635813, 0.256913], [-5.366665, 2.209828, -0.366380], [-7.030355, 1.846020, -0.296983], [-5.362361, 2.158645, 2.151109], [-6.356151, 4.640624, 2.112558], [-7.267603, 4.051591, 0.705702], [-5.275725, 6.453008, 0.629874], [-6.074982, 5.800249, -0.809783], [-4.300386, 5.727766, -0.629698], [3.566341, 5.150554, -1.821247], [4.841755, 4.300044, -1.699006], [5.827493, 4.259816, -2.431116], [4.892103, 3.441405, -0.505265], [4.033190, 3.633057, 0.110967], [4.852171, 2.428893, -0.813374], [6.179057, 3.562794, 0.238277], [2.715224, 4.547009, -1.496059], [3.566359, 5.462917, -2.856418], [3.640554, 6.066573, -1.201311], [6.247422, 4.490964, 0.785749], [7.023554, 3.562441, -0.458330], [6.366480, 2.785483, 0.954597], [-1.940347, 4.941585, 2.985397], [-2.579046, 4.412145, 4.190832], [-2.832424, 3.271303, 4.422757], [-3.044763, 5.490337, 5.179903], [-2.836855, 6.392689, 4.796972], [-4.053121, 5.452695, 5.171971], [-2.568799, 5.328434, 6.624258], [-1.607933, 5.973051, 3.021780], [-2.707298, 4.734687, 2.209833], [-1.083986, 4.292176, 2.775582], [-3.040434, 6.069282, 7.309144], [-1.480591, 5.346463, 6.618407], [-2.956739, 4.334946, 6.816329], [5.572610, -1.029693, -1.333480], [5.194346, 0.138925, -0.663004], [4.588069, 0.994200, -1.374554], [5.346070, 0.240063, 0.523303], [5.513579, -0.754801, -2.238475], [-0.113102, 3.443345, -2.010377], [0.561416, 1.105406, -5.152963], [0.262098, 2.113525, -5.645461], [0.768071, 0.101412, -4.598506], [0.020891, 4.330520, -1.610966], [1.111365, 4.142854, 2.077067], [2.209572, 3.330614, 1.815471], [2.471843, 3.452837, 0.567455], [2.715281, 2.751983, 2.620148], [1.431247, 4.843070, 1.591815]],
  "atomic_forces_ev_per_a": [[-0.8, 0.2, 0.2], [0.6, -1.3, 1.0], [-0.7, 0.2, -0.7], [-0.1, -0.4, -0.1], [-0.1, 0.8, -0.2], [0.1, -1.1, 0.2], [0.1, 0.4, 0.6], [-0.3, 0.6, 0.0], [0.3, 0.3, -0.3], [0.2, -0.7, -0.2], [-0.2, 0.0, 0.1], [0.5, -0.1, 0.2], [-0.1, 0.2, 0.3], [-0.2, 0.4, 0.4], [0.3, 0.1, -0.3], [-0.2, 0.4, 0.0], [0.3, -0.3, -0.1], [0.0, 0.3, -0.1], [0.2, 0.0, -0.4], [0.2, 0.1, 0.1], [0.1, -0.2, -0.3], [-0.6, -0.1, -1.1], [0.6, 0.8, 0.5], [-0.7, -0.1, 0.3], [0.2, 0.1, -0.9], [-1.0, 0.4, -0.1], [2.1, -0.6, 1.4], [-0.5, 0.4, -0.8], [-0.6, 0.0, -0.2], [-0.6, -0.8, -0.5], [0.0, 0.3, 0.4], [0.2, -0.2, 0.2], [0.2, -0.4, -0.2], [0.3, 0.2, 0.3], [-0.2, -0.1, 0.2], [0.3, -0.3, 0.1], [0.0, 0.3, 0.0], [0.3, -0.2, 0.2], [0.3, -0.1, 0.0], [0.5, 0.4, 0.2], [0.5, -0.5, -0.5], [0.5, 1.2, 1.1], [-0.8, -0.3, -0.1], [0.2, -0.2, -0.1], [-0.5, -0.6, -0.4], [-0.6, -0.1, 0.2], [0.2, -0.2, -0.1], [0.0, 0.7, -0.1], [-0.4, 0.0, -0.1], [-0.2, -0.2, 0.2], [0.0, -0.2, 0.2], [0.5, 0.0, -0.1], [-0.1, -0.1, -0.4], [-0.1, 0.2, -0.1], [-0.3, -0.1, -0.3], [0.2, 0.3, -0.2], [0.0, 0.0, 0.3], [-0.2, 1.0, 0.4], [-0.6, 0.7, -0.6], [1.4, -1.3, -1.6], [0.7, 0.0, 0.8], [-0.6, 0.2, -0.2], [-0.4, 0.6, 2.2], [0.3, -0.8, -1.5], [0.1, 0.0, 0.1], [1.6, -0.6, 0.7], [0.2, -0.2, 0.3], [0.1, -0.4, 0.2], [0.3, -0.3, 0.0], [-0.2, 0.0, -0.8], [-0.3, 0.5, 0.2], [-0.8, -0.1, 0.5], [-0.4, -0.2, -0.1], [0.3, 0.3, 0.4], [0.0, 0.2, -0.2], [-0.2, 1.2, -0.4], [-1.3, -0.3, 0.2], [0.7, -0.5, -0.6], [-0.9, -0.1, 0.9], [0.8, 0.4, -0.3], [-1.2, -0.1, 0.4], [1.0, -0.2, -0.5], [0.2, 0.1, -0.8], [0.0, -0.2, 0.4], [0.1, -0.5, 0.0], [0.1, -0.2, 0.4], [0.2, 0.0, -0.1], [0.2, 0.3, 0.5], [0.2, 0.1, 0.1], [0.3, -0.3, -0.1], [-0.1, 0.1, 0.1], [0.3, -0.1, -0.2], [-0.3, 0.1, -0.1], [0.9, 1.0, -0.9], [-1.3, 0.5, 0.6], [-0.2, 0.5, -0.8], [1.0, -0.3, 1.1], [0.3, -1.0, -0.1], [-0.5, 1.5, -2.2], [0.6, -0.9, 0.5], [-0.3, 0.5, 0.9], [0.5, -1.8, 0.4], [-0.3, -0.3, 0.4], [-0.1, -0.4, 0.0], [0.4, -0.2, 0.4], [-0.2, 0.0, 0.4], [0.3, -0.1, -0.4], [-0.6, -0.1, 0.0], [-0.2, 0.6, 0.2], [-0.3, -0.2, -0.2], [0.0, 0.1, -0.2], [-1.7, 0.7, -0.5], [0.3, -1.1, 0.6], [-1.0, 0.6, 0.2], [0.5, 1.2, -1.5], [0.3, -0.8, 0.0], [0.3, 0.5, -1.4], [0.3, 0.0, 0.4], [0.4, -0.4, 0.1], [-0.2, -0.2, 0.2], [0.1, -0.2, 0.6], [0.5, 0.1, 0.0], [0.1, -0.3, -0.1], [-0.3, 0.5, 0.6], [-0.4, -0.5, 0.4], [0.4, 0.4, -0.2], [-0.1, 0.1, 0.4], [0.1, -0.5, 0.4], [-0.1, 0.0, 0.0], [1.4, -0.4, 0.0], [2.4, 0.4, -1.5], [-3.1, 0.4, 1.6], [0.2, 0.6, 1.4], [0.6, -0.7, -0.6], [-0.6, -0.4, -0.4], [1.0, 0.8, -0.3], [0.0, 0.2, -0.2], [-0.5, 0.1, -0.2], [0.1, -0.6, -0.1], [-0.3, 0.4, 0.0], [-0.4, -0.1, -0.1], [-0.5, -0.7, 0.1], [0.0, -0.6, -0.7], [0.0, -0.7, 0.5], [-0.1, 0.9, 0.3], [0.0, 0.0, 0.4], [0.5, 0.8, -0.2], [-0.7, -0.1, 0.2], [-0.6, -0.4, -0.3], [-0.2, 0.1, -0.1], [0.5, 0.5, 0.0], [0.1, 0.1, -0.2], [0.4, -0.4, -0.8], [-0.1, 0.1, 0.2], [0.3, -0.1, 0.7], [-0.1, 0.8, 1.6], [-1.2, -0.4, -2.3], [0.4, -0.1, -0.8], [1.0, -0.6, 2.7], [0.0, 0.0, -1.1], [-1.9, 1.8, -0.6], [-0.4, 0.6, 0.3], [0.4, -0.6, 0.1], [0.2, 0.3, -0.4], [0.6, -1.4, -0.1], [-1.4, -1.9, 3.1], [-4.8, 5.8, -9.7], [0.7, -0.4, 0.1], [5.0, -5.9, 8.7], [0.1, 3.1, -2.0]],
  "mulliken_charge": [-0.6772, 0.1978, -0.9102, -0.7382, -0.2307, -0.6595, -0.3032, 0.3013, 0.5069, 0.0167, 0.4374, 0.3460, 0.3708, 0.2914, 0.3698, 0.3628, 0.2425, 0.1037, 0.3072, 0.5713, 0.1302, -0.7193, 0.0573, -0.8037, -0.3943, -0.7601, -0.0893, 0.4149, 0.0993, 0.4109, 0.3838, -0.3028, 0.4898, 0.3833, 0.5033, 0.4377, 0.3202, 0.2650, 0.3207, -1.6369, -0.0398, 0.9687, -0.5805, -0.2616, -0.0470, 0.3583, 0.3508, 0.3587, -0.0226, 0.5406, 0.6025, 0.2337, -0.0955, -0.3014, 0.3055, 0.3515, -0.1783, -0.3334, 0.5353, 0.0445, 0.9022, -0.6927, -0.2755, -0.2715, 0.2962, 0.1364, 0.0710, -0.5126, 0.2892, 0.3874, 0.3447, -1.1705, -0.1084, 0.3043, 0.1397, -1.2850, 0.1025, -0.7928, -0.3319, -0.6856, -0.1264, 0.3542, 0.3191, 0.3556, 0.4987, -0.0890, 0.5485, 0.3421, 0.6540, 0.2863, 0.0787, 0.3255, 0.4314, -1.6328, 1.0852, -1.0398, 0.5306, -0.8874, 0.0664, 0.4690, 0.5764, 0.0406, 0.4249, 0.3706, 0.4511, -0.4308, 0.3847, 0.3991, -0.1755, 0.4106, 0.3096, -1.1908, 0.2237, -0.8752, -0.1028, -0.7687, -0.1968, 0.3433, 0.4139, 0.3697, 0.4276, 0.0884, 0.4328, 0.1688, 0.3971, 0.4623, 0.3757, 0.3825, 0.1299, -0.7386, 0.7033, -0.5179, 1.1916, -0.1446, 0.0060, -0.7937, -0.0570, 0.3914, 0.3180, 0.4194, 0.3869, 0.1968, 0.2126, 0.2667, -0.5070, -0.1420, 0.4155, 0.3683, -0.7601, 0.5084, -0.0907, -0.2963, 0.3526, 0.3341, 0.3510, -0.4677, 0.4782, -1.0950, -0.6533, 0.3123, -0.4209, 0.8873, -0.4092, -0.4641, 0.2617, -0.4313, -0.0128, -0.5525, -0.5615, 0.2874]
}